(1)
This record from the OMol25 dataset describes a 2-piece molecular cluster, C2H6NS overall at a distorted geometry. The level of theory is ωB97M-V with the def2-TZVPD basis set.

Structure (ORCA input):
```
! wB97M-V def2-TZVPD RIJCOSX def2/J DEFGRID3
* xyz -1 1
S -2.66241 -1.22997 1.64794
H -1.98297 -1.76998 2.70018
C 1.11142 1.22284 -0.21572
C -0.02014 -0.68969 -0.89588
N 1.15019 -0.24228 -0.63354
H 0.26015 1.28447 0.46374
H 0.87135 1.81758 -1.11771
H 2.07455 1.38433 0.26432
H -0.12842 -1.75922 -0.74399
H -0.67372 -0.01807 -1.46933
*
```

Summary:
Max |F| ... 0.048 hartree/bohr
Gap between HOMO and LUMO ... 6.6 eV

(2)
This record from the OMol25 dataset describes a 2-piece molecular cluster, Br3H3Si2 overall at a distorted geometry. The level of theory is ωB97M-V with the def2-TZVPD basis set.

Structure (ORCA input):
```
! wB97M-V def2-TZVPD RIJCOSX def2/J DEFGRID3
* xyz 0 1
Si -1.45572 -0.07478 0.03644
Si 2.49555 0.49523 -0.55501
Br -1.13862 1.85098 -1.11913
Br 2.22361 0.92394 1.66968
Br 2.29533 -1.78747 -0.68590
H -2.43388 0.02075 0.95343
H -1.77029 -0.87439 -1.15399
H -0.21598 -0.55426 0.85448
*
```

Summary:
Max |F| ... 0.073 hartree/bohr
Gap between HOMO and LUMO ... 8.3 eV

(3)
This record from the OMol25 dataset describes C22H20Cl2N4NiO5PTe as an isolated structure at a distorted geometry. The level of theory is ωB97M-V with the def2-TZVPD basis set.

Structure (ORCA input):
```
! wB97M-V def2-TZVPD RIJCOSX def2/J DEFGRID3
* xyz -1 1
Ni -0.61733 0.70868 -0.31664
Cl -0.98450 4.65331 -5.94542
C -1.15598 4.08248 -4.31244
C -0.86355 2.75498 -4.03283
C -0.95049 2.29390 -2.72306
N -0.79388 0.99003 -2.28994
C -0.95333 -0.07751 -3.09449
O -0.79892 -0.14205 -4.30895
C -1.54284 -1.24009 -2.33567
C -1.99198 -2.35800 -3.01589
C -2.63575 -3.35909 -2.30602
C -2.79534 -3.20515 -0.94157
C -2.32542 -2.04330 -0.34603
N -1.73818 -1.06796 -1.02454
C -1.33471 3.17567 -1.69193
C -1.65065 4.49495 -1.99213
C -1.56141 4.94370 -3.30167
Cl -1.97372 6.59416 -3.65063
N -1.31197 2.60900 -0.42993
C -1.92109 3.11525 0.64920
O -2.74740 4.02004 0.72504
C -1.34367 2.48429 1.88460
C -1.47556 3.09386 3.11935
C -0.71722 2.62216 4.17906
C 0.16345 1.57599 3.95062
C 0.20481 0.99879 2.68983
N -0.55367 1.42513 1.68740
H -0.55935 2.08089 -4.81704
H -1.84025 -2.40259 -4.08501
H -3.00772 -4.24275 -2.80867
H -3.24917 -3.97778 -0.33723
H -2.46228 -1.87631 0.71566
H -1.96807 5.16369 -1.20745
H -2.14759 3.93586 3.20624
H -0.78862 3.08103 5.15700
H 0.80902 1.21251 4.73824
H 0.87570 0.17928 2.46742
C 0.42479 -2.58236 3.74560
C 1.85549 -2.60592 3.22951
O 2.10848 -1.63645 2.21614
P 1.72123 -1.82809 0.62066
O 0.93126 -0.64128 0.18687
Te 1.01120 -4.05165 0.21430
O 3.18182 -1.57022 -0.02335
C 4.26628 -2.44570 0.26351
C 5.24982 -2.41279 -0.88916
H 0.26981 -3.39397 4.45821
H -0.26386 -2.71274 2.90930
H 0.19778 -1.63666 4.23676
H 2.07844 -3.60591 2.84945
H 2.55580 -2.38416 4.03888
H 3.89206 -3.46287 0.41378
H 4.75137 -2.11989 1.19004
H 4.80835 -2.86124 -1.77894
H 6.15074 -2.96469 -0.61829
H 5.51780 -1.38046 -1.11771
*
```

Summary:
Max |F| ... 0.063 hartree/bohr
Gap between HOMO and LUMO (spin up / spin down) ... 7.0 / 7.0 eV

What relative energy (zero: lowest compared OMol25 entry of this formula, charge and spin) values result from the calculations? In sequence: 37.48, 32.46, 27.33 kcal per mole.